1.
{"formula": "C28H52Cl2FN2NbO2P2Si4", "method": "ωB97M-V/def2-TZVPD", "orbital_gap_ev": 4.26, "homo_ev": -7.053, "e_tot_ev": -116362.2290, "elements": ["Nb", "O", "C", "O", "C", "H", "H", "H", "H", "H", "H", "C", "C", "H", "H", "H", "H", "Cl", "Cl", "N", "P", "P", "C", "C", "C", "C", "Si", "H", "H", "C", "C", "Si", "H", "H", "C", "C", "Si", "H", "H", "C", "C", "Si", "H", "H", "C", "C", "H", "C", "H", "C", "H", "C", "H", "C", "H", "C", "C", "H", "C", "H", "C", "H", "C", "H", "C", "H", "H", "H", "H", "H", "H", "H", "C", "C", "H", "H", "H", "H", "H", "H", "H", "H", "H", "H", "H", "H", "H", "H", "H", "H", "H", "H", "N", "F"], "positions_angstrom": [[1.22, 1.94, -0.63], [-3.13, -0.51, -0.91], [-3.43, 0.66, -0.14], [-2.18, -1.63, 1.33], [-0.88, -1.72, 1.88], [-3.37, 0.44, 0.93], [-4.41, 1.07, -0.44], [-2.63, 1.38, -0.37], [-0.58, -0.66, 1.98], [-0.15, -2.28, 1.28], [-0.97, -2.14, 2.90], [-3.65, -1.74, -0.44], [-2.52, -2.50, 0.27], [-4.02, -2.31, -1.31], [-4.47, -1.58, 0.30], [-1.69, -2.68, -0.43], [-2.90, -3.45, 0.66], [-1.11, 1.50, 2.33], [0.15, -2.10, -3.39], [0.46, 3.74, -0.25], [2.18, 2.24, 1.67], [0.27, 2.01, -2.87], [0.46, 3.81, -3.18], [1.50, 1.17, -3.92], [1.24, 3.51, 2.57], [3.67, 3.17, 1.06], [4.32, 2.66, -0.64], [4.48, 3.01, 1.80], [3.41, 4.24, 1.09], [5.65, 1.37, -0.54], [4.99, 4.16, -1.52], [3.14, 1.04, -2.99], [1.56, 1.75, -4.85], [1.09, 0.15, -4.11], [4.50, 1.75, -4.05], [3.43, -0.74, -2.53], [0.30, 4.84, -1.60], [-0.37, 4.15, -3.81], [1.42, 3.98, -3.69], [-1.38, 5.64, -1.53], [1.63, 6.14, -1.72], [0.15, 4.43, 1.34], [1.96, 4.15, 3.12], [0.54, 3.01, 3.27], [-1.27, 1.59, -3.74], [-1.52, 2.26, -4.95], [-0.85, 3.05, -5.29], [-2.63, 1.90, -5.71], [-2.85, 2.48, -6.61], [-3.44, 0.83, -5.31], [-4.30, 0.55, -5.93], [-3.12, 0.11, -4.15], [-3.73, -0.74, -3.84], [-2.02, 0.46, -3.39], [-1.67, -0.18, -2.57], [2.92, 1.24, 3.01], [2.75, 1.67, 4.34], [1.98, 2.41, 4.57], [3.58, 1.20, 5.35], [3.44, 1.56, 6.36], [4.60, 0.29, 5.06], [5.26, -0.06, 5.85], [4.78, -0.14, 3.73], [5.59, -0.82, 3.50], [3.94, 0.32, 2.71], [4.09, -0.01, 1.68], [1.84, 6.30, -2.78], [2.57, 5.86, -1.21], [1.26, 7.09, -1.29], [-2.15, 4.93, -1.20], [-1.62, 5.99, -2.54], [-1.38, 6.51, -0.85], [0.76, 6.21, 1.48], [-1.68, 4.53, 1.73], [1.79, 6.37, 1.10], [0.76, 6.45, 2.55], [0.09, 6.92, 0.97], [-1.79, 4.45, 2.82], [-2.22, 3.69, 1.27], [-2.11, 5.49, 1.40], [5.84, 3.85, -2.15], [5.37, 4.85, -0.76], [4.25, 4.67, -2.15], [6.20, 1.58, 0.39], [6.32, 1.48, -1.40], [5.25, 0.34, -0.51], [4.41, 1.25, -5.02], [5.49, 1.52, -3.62], [4.40, 2.83, -4.18], [2.70, -1.09, -1.80], [4.46, -0.88, -2.16], [3.27, -1.32, -3.46], [2.96, 1.97, -1.51], [0.65, 0.19, -0.01]]}

***

2.
{"formula": "C28H52F3N5O40PS10", "method": "ωB97M-V/def2-TZVPD", "orbital_gap_ev": 8.01, "homo_ev": -12.075, "e_tot_ev": -245003.9877, "total_charge": 1, "elements": ["C", "C", "N", "C", "C", "C", "C", "N", "N", "S", "O", "O", "C", "F", "F", "F", "C", "C", "C", "N", "N", "P", "O", "O", "H", "H", "H", "H", "H", "H", "H", "H", "H", "H", "H", "H", "H", "H", "H", "H", "C", "C", "O", "S", "O", "O", "O", "H", "H", "H", "H", "C", "C", "O", "S", "O", "O", "O", "H", "H", "H", "H", "C", "C", "O", "S", "O", "O", "O", "H", "H", "H", "H", "C", "C", "O", "S", "O", "O", "O", "H", "H", "H", "H", "C", "C", "O", "S", "O", "O", "O", "H", "H", "H", "H", "C", "C", "O", "S", "O", "O", "O", "H", "H", "H", "H", "C", "C", "O", "S", "O", "O", "O", "H", "H", "H", "H", "C", "C", "O", "S", "O", "O", "O", "H", "H", "H", "H", "C", "C", "O", "S", "O", "O", "O", "H", "H", "H", "H"], "positions_angstrom": [[4.62, -0.40, 0.64], [4.07, 0.67, -0.38], [4.16, 1.90, 0.00], [3.41, 0.30, -1.75], [2.52, -0.98, -1.54], [1.14, -0.93, -1.02], [0.27, 0.31, -0.53], [1.04, 1.46, -0.07], [0.76, -2.34, -1.06], [-0.78, -2.98, -0.61], [-1.39, -3.74, -1.71], [-1.73, -1.96, -0.22], [-0.56, -4.07, 0.92], [0.59, -3.62, 1.54], [-0.50, -5.39, 0.59], [-1.66, -3.88, 1.69], [1.83, -3.12, -1.52], [1.71, -4.68, -1.61], [2.41, -5.31, -2.87], [3.37, -6.12, -2.61], [2.94, -2.35, -1.83], [4.54, -2.88, -2.45], [5.75, -1.75, -2.14], [4.49, -3.23, -4.09], [4.97, 0.14, 1.58], [5.51, -0.97, 0.26], [3.77, -1.06, 0.96], [3.73, 2.48, -0.75], [2.71, 1.10, -2.15], [4.19, 0.18, -2.55], [-0.31, -0.06, 0.38], [-0.48, 0.55, -1.33], [1.42, 2.02, -0.83], [1.74, 1.22, 0.63], [2.21, -5.09, -0.68], [0.65, -5.06, -1.59], [2.15, -5.08, -3.94], [3.79, -6.46, -3.50], [5.95, -1.31, -3.00], [3.56, -3.17, -4.40], [-0.49, -7.39, 3.32], [-1.95, -6.99, 3.41], [-2.48, -7.73, 4.51], [-1.31, -7.94, 5.61], [-1.46, -6.95, 6.62], [-1.22, -9.33, 5.91], [-0.06, -7.53, 4.68], [-0.39, -8.37, 2.83], [0.11, -6.65, 2.80], [-2.51, -7.21, 2.50], [-2.05, -5.92, 3.65], [7.61, -8.43, -3.52], [7.71, -8.84, -4.98], [6.85, -7.92, -5.67], [6.87, -6.50, -4.91], [7.80, -5.65, -5.58], [5.53, -6.11, -4.64], [7.55, -7.00, -3.54], [6.69, -8.81, -3.07], [8.46, -8.77, -2.94], [7.39, -9.86, -5.15], [8.72, -8.71, -5.36], [4.75, 5.10, 3.30], [3.58, 5.65, 4.11], [2.49, 5.69, 3.19], [2.63, 4.49, 2.14], [1.81, 3.41, 2.58], [2.55, 5.03, 0.82], [4.18, 4.11, 2.45], [5.19, 5.88, 2.67], [5.52, 4.67, 3.93], [3.78, 6.64, 4.52], [3.31, 4.97, 4.92], [-2.06, 6.90, 1.22], [-2.09, 7.92, 2.34], [-1.75, 7.18, 3.52], [-0.74, 5.99, 3.13], [0.60, 6.41, 3.40], [-1.27, 4.77, 3.63], [-0.96, 6.03, 1.53], [-2.98, 6.30, 1.22], [-1.92, 7.36, 0.25], [-3.06, 8.39, 2.45], [-1.32, 8.69, 2.19], [-6.25, 9.77, 4.57], [-6.75, 10.94, 3.74], [-6.26, 10.68, 2.42], [-6.19, 9.09, 2.18], [-7.36, 8.69, 1.48], [-4.87, 8.75, 1.74], [-6.34, 8.63, 3.72], [-5.20, 9.91, 4.85], [-6.84, 9.63, 5.48], [-6.40, 11.90, 4.11], [-7.85, 10.95, 3.69], [-3.89, 3.28, 6.12], [-3.98, 4.32, 5.02], [-5.33, 4.81, 5.09], [-5.83, 4.77, 6.62], [-5.66, 6.06, 7.19], [-7.06, 4.06, 6.67], [-4.66, 3.81, 7.20], [-4.34, 2.34, 5.81], [-2.86, 3.11, 6.44], [-3.77, 3.91, 4.04], [-3.31, 5.16, 5.21], [4.14, -5.22, -7.26], [4.45, -5.72, -8.66], [3.51, -6.77, -8.88], [2.14, -6.44, -8.09], [1.22, -5.86, -9.01], [1.81, -7.56, -7.28], [2.72, -5.27, -7.14], [4.57, -5.88, -6.50], [4.50, -4.20, -7.10], [5.47, -6.08, -8.76], [4.26, -4.94, -9.41], [-2.66, -1.10, -3.55], [-4.17, -1.06, -3.69], [-4.46, 0.27, -4.14], [-3.24, 0.80, -5.06], [-3.58, 0.59, -6.42], [-2.81, 2.05, -4.56], [-2.16, -0.33, -4.64], [-2.34, -0.62, -2.62], [-2.27, -2.11, -3.58], [-4.68, -1.27, -2.75], [-4.51, -1.76, -4.46], [-5.81, 3.37, 2.06], [-6.37, 1.97, 1.91], [-5.59, 1.37, 0.87], [-4.09, 1.97, 0.92], [-3.26, 1.05, 1.63], [-3.76, 2.45, -0.38], [-4.39, 3.23, 1.88], [-6.18, 4.03, 1.28], [-6.02, 3.81, 3.03], [-7.42, 1.97, 1.66], [-6.21, 1.39, 2.83]]}

***

3.
{"formula": "C28H52N2O2Si2Sn", "method": "ωB97M-V/def2-TZVPD", "orbital_gap_ev": [4.35, 4.18], "homo_ev": [-4.694, -4.512], "e_tot_ev": -58535.1179, "elements": ["O", "O", "C", "C", "H", "H", "H", "H", "H", "C", "C", "H", "H", "H", "H", "H", "C", "C", "C", "H", "H", "H", "H", "H", "C", "H", "H", "H", "H", "H", "H", "Sn", "C", "Si", "H", "H", "C", "C", "C", "C", "Si", "H", "H", "C", "C", "C", "H", "H", "H", "H", "H", "H", "H", "H", "H", "H", "H", "H", "H", "H", "H", "H", "H", "H", "C", "C", "C", "C", "C", "C", "N", "N", "C", "C", "C", "C", "C", "C", "H", "H", "H", "H", "H", "H", "H", "H", "H"], "positions_angstrom": [[0.00, -1.35, -2.15], [-3.52, 1.51, -0.89], [0.19, -0.47, -3.29], [1.15, -1.12, -4.25], [0.59, 0.47, -2.89], [-0.78, -0.23, -3.75], [2.13, -1.27, -3.77], [1.29, -0.48, -5.13], [0.77, -2.09, -4.57], [-1.12, -2.25, -2.12], [-2.21, -2.04, -3.15], [-1.54, -2.14, -1.11], [-0.70, -3.27, -2.19], [-2.71, -1.06, -3.05], [-2.98, -2.80, -2.97], [-1.86, -2.18, -4.18], [-4.28, 0.42, -0.07], [-3.87, 2.16, -2.23], [-4.79, -0.71, -0.91], [-5.05, 0.97, 0.47], [-3.51, 0.10, 0.64], [-5.49, -0.39, -1.68], [-5.37, -1.38, -0.27], [-3.97, -1.29, -1.35], [-5.06, 1.55, -2.90], [-2.95, 2.05, -2.81], [-4.03, 3.22, -2.02], [-4.85, 0.56, -3.32], [-5.35, 2.17, -3.76], [-5.93, 1.52, -2.24], [-2.77, 1.95, -0.36], [0.96, -0.33, -0.09], [-0.75, 1.38, -0.06], [-0.32, 3.17, 0.31], [-1.04, 1.12, -1.09], [-1.40, 0.90, 0.68], [-0.36, 4.23, -1.24], [1.38, 3.41, 1.06], [-1.65, 3.81, 1.48], [1.82, -2.38, -0.20], [0.84, -3.52, 0.94], [2.88, -2.33, 0.14], [1.85, -2.71, -1.25], [0.34, -5.06, -0.02], [-0.72, -2.77, 1.68], [2.05, -3.88, 2.32], [-2.62, 3.31, 1.33], [-1.78, 4.89, 1.33], [-1.33, 3.63, 2.52], [0.46, 3.96, -1.92], [-0.21, 5.28, -0.93], [-1.31, 4.16, -1.78], [2.17, 2.94, 0.46], [1.42, 2.99, 2.08], [1.59, 4.49, 1.12], [-1.61, -3.28, 1.27], [-0.85, -1.69, 1.52], [-0.70, -2.94, 2.76], [1.68, -4.68, 2.97], [2.24, -2.98, 2.92], [3.01, -4.19, 1.87], [0.20, -5.90, 0.67], [1.13, -5.33, -0.73], [-0.59, -4.91, -0.58], [1.65, -0.15, 6.29], [0.55, -0.39, 5.46], [0.66, -0.22, 4.08], [1.92, 0.13, 3.52], [3.00, 0.44, 4.37], [2.87, 0.28, 5.75], [2.13, 0.13, 2.13], [3.38, 0.31, 1.82], [3.73, 0.70, 0.53], [5.07, 1.18, 0.38], [5.52, 1.55, -0.88], [4.65, 1.50, -1.97], [3.32, 1.06, -1.81], [2.86, 0.63, -0.57], [1.56, -0.28, 7.37], [-0.40, -0.71, 5.88], [-0.18, -0.36, 3.40], [3.93, 0.77, 3.92], [3.73, 0.49, 6.38], [5.67, 1.26, 1.28], [6.55, 1.90, -1.00], [4.99, 1.80, -2.96], [2.65, 1.06, -2.67]]}

***

4.
{"formula": "C28H53AsBrF4IrN2Si", "method": "ωB97M-V/def2-TZVPD", "orbital_gap_ev": [5.23, 5.13], "homo_ev": [-13.127, -13.080], "de_lowest_ev": 4.5914, "e_tot_ev": -185325.8967, "total_charge": 2, "elements": ["Ir", "C", "N", "C", "C", "C", "N", "C", "C", "F", "C", "F", "C", "C", "F", "C", "F", "H", "H", "H", "H", "H", "H", "H", "H", "H", "H", "H", "C", "C", "As", "C", "C", "C", "C", "H", "H", "H", "H", "H", "H", "H", "H", "H", "H", "H", "H", "H", "H", "H", "C", "C", "C", "C", "Si", "Br", "C", "C", "C", "C", "C", "C", "C", "C", "H", "H", "H", "H", "H", "H", "H", "H", "H", "H", "H", "H", "H", "H", "H", "H", "H", "H", "H", "H", "H", "H", "H", "H", "H", "H", "H"], "positions_angstrom": [[-0.77, -2.10, 1.13], [1.28, -1.28, 3.50], [1.31, -2.34, 2.49], [2.57, -2.30, 1.77], [1.11, -3.66, 3.08], [-0.29, -3.85, 3.63], [-1.29, -3.47, 2.65], [-2.54, -3.95, 2.81], [-3.46, -3.86, 1.74], [-3.02, -3.23, 0.61], [-4.73, -4.38, 1.78], [-5.52, -4.25, 0.72], [-5.20, -5.03, 2.92], [-4.35, -5.11, 4.01], [-4.77, -5.70, 5.12], [-3.06, -4.58, 3.97], [-2.34, -4.64, 5.10], [2.07, -1.43, 4.24], [0.32, -1.26, 4.01], [1.44, -0.31, 3.02], [3.41, -2.48, 2.45], [2.70, -1.32, 1.31], [2.58, -3.06, 0.99], [1.84, -3.84, 3.88], [1.29, -4.41, 2.29], [-0.43, -3.28, 4.55], [-0.40, -4.91, 3.89], [-6.19, -5.45, 2.95], [-5.09, -2.60, -1.85], [-4.27, -1.40, -2.30], [-2.96, -0.72, -0.97], [-2.34, 0.98, -1.80], [-3.33, 1.65, -2.74], [-4.01, -0.14, 0.63], [-4.77, 1.16, 0.45], [-5.78, -2.89, -2.64], [-5.68, -2.37, -0.97], [-4.45, -3.45, -1.64], [-4.93, -0.56, -2.51], [-3.71, -1.64, -3.20], [-1.42, 0.76, -2.34], [-2.07, 1.65, -0.98], [-3.46, 1.05, -3.65], [-2.93, 2.62, -3.05], [-4.29, 1.82, -2.28], [-3.30, -0.05, 1.47], [-4.70, -0.95, 0.87], [-4.10, 1.99, 0.20], [-5.27, 1.42, 1.39], [-5.53, 1.07, -0.32], [0.82, 2.65, -3.41], [1.54, 3.42, -2.29], [2.35, 4.56, -2.93], [0.46, 4.04, -1.39], [2.76, 2.27, -1.27], [0.30, -0.42, -0.14], [3.12, 2.79, 0.58], [3.79, 4.18, 0.57], [4.08, 1.81, 1.28], [1.84, 2.84, 1.42], [3.83, 0.91, -2.17], [3.18, 0.43, -3.47], [5.20, 1.54, -2.51], [4.05, -0.34, -1.31], [-0.01, 3.24, -3.78], [0.43, 1.70, -3.04], [1.47, 2.46, -4.25], [1.68, 5.18, -3.52], [3.13, 4.19, -3.59], [2.81, 5.20, -2.18], [-0.23, 4.62, -2.00], [0.89, 4.72, -0.66], [-0.11, 3.27, -0.87], [4.71, 4.17, 0.00], [4.03, 4.46, 1.59], [3.13, 4.94, 0.16], [5.04, 1.76, 0.78], [3.64, 0.82, 1.34], [4.26, 2.16, 2.29], [1.20, 3.67, 1.13], [2.11, 3.00, 2.46], [1.28, 1.91, 1.34], [3.12, 1.22, -4.22], [2.18, 0.03, -3.29], [3.78, -0.37, -3.90], [5.09, 2.41, -3.14], [5.80, 0.80, -3.05], [5.74, 1.82, -1.61], [3.10, -0.80, -1.05], [4.61, -0.12, -0.41], [4.63, -1.06, -1.88]]}